1.
DFT (wB97M-V/def2-TZVPD) results for a molecular structure, C4H5NO at a distorted geometry.

Values from the calculation:
**E**: -285.1753 Ha
**Energy relative to the best compared isomer or geometry (same formula, charge and spin)**: 6.511 eV
**HOMO-LUMO gap**: 8.843 eV

Geometry (Å):
O  -0.929064  1.827846  1.182047
N  1.657266  -0.191096  0.259856
C  -0.512281  0.902073  0.542288
C  0.372825  -0.347775  0.817917
C  0.552176  -0.575772  -0.658251
C  -0.567293  0.351300  -0.822433
H  -0.404179  -1.119740  1.201436
H  1.946680  0.793594  0.226132
H  -1.653342  -0.698990  0.109569
H  -1.118670  0.600072  -1.714443
H  0.655881  -1.541511  -1.144118

Forces on atoms 1 to 3 (eV/Å):
0.381 -0.368 -0.389
0.229 0.116 0.134
0.127 -0.173 0.348

=====

2.
DFT (wB97M-V/def2-TZVPD) results for C3H7N3 in the gas phase.

Values from the calculation:
**E**: -282.7132 Ha
**SMILES**: NC[C@@H]1N=C1N
**Energy relative to the best compared isomer or geometry (same formula, charge and spin)**: 1.662 eV
**HOMO-LUMO gap**: 10.090 eV

Geometry (Å):
N  1.813402  0.817687  -0.235186
N  -1.956324  0.346732  0.413501
N  1.669072  -1.655266  -0.411993
C  1.366770  -0.353871  -0.125555
C  0.454327  0.603917  0.439875
C  -0.829311  1.004625  -0.249013
H  2.541929  -1.992850  -0.034900
H  0.441451  0.767690  1.521258
H  0.917093  -2.300483  -0.233246
H  -2.829671  0.650190  -0.006163
H  -0.742386  0.790206  -1.327429
H  -1.905357  -0.660002  0.282954
H  -0.972451  2.084839  -0.140440

Forces on atoms 1 to 3 (eV/Å):
-0.037 -0.564 0.055
-0.123 -0.118 -0.182
-0.055 -0.044 0.113

=====

3.
DFT (wB97M-V/def2-TZVPD) results for 3 unconnected molecules or ions with the total composition C20H38ClF9N4O5PS.

Values from the calculation:
**E**: -3478.2435 Ha
**Total charge**: +1
**HOMO-LUMO gap**: 5.333 eV

Geometry (Å):
Cl  -3.592930  -0.828190  5.917404
S  -7.680878  -1.415289  2.874776
P  -1.791883  -0.163155  5.244791
F  -7.475797  -2.733425  3.724762
F  -5.701576  -0.882150  1.197538
F  -7.463339  -0.554313  4.181673
F  -5.196092  -0.503604  3.284728
F  -7.906445  -2.272982  1.561419
F  -9.211736  -1.467703  3.166335
F  -7.889734  -0.078862  2.048377
F  -4.817594  -3.005059  3.842744
F  -5.714642  -3.721290  1.958662
O  1.918259  -2.856375  -2.021422
O  1.003201  1.563614  -1.068490
O  -1.736715  1.292856  5.988995
O  5.459402  -1.320490  -4.487461
O  0.580422  5.089147  1.588874
N  4.916085  -3.524920  -2.595911
N  -2.613655  2.292944  2.109459
N  1.160088  4.468408  -1.404885
N  -2.843610  1.557996  1.046876
C  -2.574889  -1.859210  2.575104
C  -5.820849  -1.376334  2.451574
C  -2.361039  1.829588  3.323352
C  -2.341538  0.463896  3.560107
C  5.065654  -3.664115  -4.037620
C  3.878993  -4.356823  -2.000483
C  -2.596634  -0.359270  2.479294
C  2.165006  -1.786464  -2.914749
C  -0.326913  1.437206  -1.515934
C  2.435521  -4.113992  -2.424447
C  6.017011  -2.626204  -4.588239
C  -2.834276  0.265436  1.236705
C  -5.009247  -2.715756  2.527285
C  2.302378  3.565127  -1.438005
C  0.566559  3.689479  1.722600
C  1.653076  5.620107  0.816382
C  1.883894  2.216412  -1.979421
C  -3.665286  -2.623189  1.821262
C  6.137673  -0.457413  -3.599937
C  1.361515  5.714956  -0.675859
H  4.727962  -2.554811  -2.378766
H  2.739749  3.393560  -0.443832
H  1.413615  2.324205  -2.960706
H  -3.006281  -0.317930  0.341699
H  -0.837015  0.813934  -0.780762
H  -0.025888  3.194953  0.941942
H  -3.340629  -3.660724  1.718912
H  3.098781  -1.266382  -2.682719
H  2.295992  -4.242527  -3.504312
H  6.977539  -2.670470  -4.066900
H  -1.616914  -2.179804  2.148574
H  7.203309  -0.395118  -3.839469
H  0.458162  6.316296  -0.801927
H  1.816955  6.632456  1.189727
H  -2.561744  -2.159463  3.622135
H  2.190649  -2.124050  -3.953746
H  -2.610087  3.292371  1.933068
H  0.121704  3.461278  2.697474
H  3.932863  -4.225199  -0.916829
H  4.115140  -3.559654  -4.579928
H  2.765926  1.581203  -2.093012
H  -2.158736  2.545609  4.106458
H  1.349918  -1.069794  -2.799442
H  5.697649  0.531965  -3.716027
H  -0.392584  0.947699  -2.492066
H  2.177598  6.270140  -1.147099
H  -0.846469  2.400751  -1.575008
H  6.036521  -0.768867  -2.553439
H  -3.818298  -2.249244  0.812364
H  1.815923  -4.867214  -1.931167
H  4.119610  -5.405191  -2.204030
H  1.573056  3.263629  1.703388
H  2.565109  5.049807  1.026066
H  3.084230  3.990907  -2.072077
H  -2.432021  1.415791  6.649217
H  0.375970  3.982200  -0.991583
H  6.193625  -2.833198  -5.646725
H  5.461672  -4.659705  -4.257667

Forces on atoms 1 to 3 (eV/Å):
-0.242 -0.177 0.075
0.108 -0.103 -0.145
0.137 0.363 0.017

=====

Q: What is the HOMO-LUMO gap in the second record?
A: 10.090 eV

=====

Q: Which of these has the lowest HOMO-LUMO gap?
A: C20H38ClF9N4O5PS